# 1
This record from the OMol25 dataset describes a molecular structure, C35H33ClN4RhSi2 at a distorted geometry. The level of theory is ωB97M-V with the def2-TZVPD basis set.

The HOMO energy (alpha / beta) comes out at -8.8 / -10.7 eV. The charge is +1. The spin multiplicity is 5.

Last column: Mulliken charge in e.
Atoms and positions in Å:
H  1.2588  4.5444  -9.2103  0.36
C  1.0748  2.2212  -4.4589  0.91
C  -2.2258  -1.0945  -1.5872  -0.39
H  3.5874  0.8628  -5.0261  -0.10
C  -0.4577  3.5023  -8.3757  -0.53
C  0.0251  1.9626  -3.5817  0.44
H  0.1878  5.0005  0.4103  0.45
N  1.2853  3.2376  0.9417  -0.15
H  -1.2089  -1.1730  -9.1663  0.31
H  2.7608  2.6025  -8.8394  0.39
H  -1.9557  2.3174  -7.4307  0.36
C  -1.0788  -2.0049  0.1939  -0.86
C  3.5803  -0.3358  2.0427  -0.53
Rh  -0.7986  -0.2249  -0.5864  0.74
C  0.2644  -2.5529  -9.8897  -0.78
C  1.4536  -3.2448  -9.6075  -0.43
C  -2.7521  -0.5249  -0.3891  -0.66
H  -2.2412  -0.8823  1.7535  0.48
C  0.2313  -1.6267  -7.6280  0.56
H  0.1283  5.3786  -5.2594  0.41
C  1.5553  -1.9767  -4.1681  -1.19
C  -0.5665  -0.9116  -4.7904  2.19
H  2.0866  3.5861  1.4428  0.18
C  2.7752  -1.2096  1.3367  -0.47
H  2.9385  -3.6886  -8.0521  0.37
H  1.9877  3.8014  -5.6122  0.44
C  -1.2164  -2.0401  -1.2193  0.02
C  1.9181  0.7931  1.0952  0.05
H  2.0488  -2.0178  -6.5192  0.35
C  -0.9980  4.0820  -4.0205  -0.93
N  -0.1153  1.7628  0.1072  0.39
Si  2.1702  0.6911  -4.5076  0.03
C  0.9229  -0.8358  -4.5485  0.70
H  1.9282  -3.9105  -10.3523  0.35
H  -3.5761  0.1903  -0.3422  0.50
Cl  2.4462  0.4525  -2.4398  -0.19
H  -1.8966  2.5160  -2.8437  0.73
C  -0.9089  2.3549  -7.7094  -0.53
H  3.3528  1.7951  2.2769  0.19
C  0.9048  -3.2238  -4.0981  -0.83
C  2.0335  -3.1168  -8.3337  -0.87
H  1.9184  0.5410  -7.8557  0.45
C  0.2209  3.9298  0.3866  -0.73
H  -0.5636  -2.5622  -1.9079  0.19
C  1.1595  3.4925  -4.9894  -0.41
H  -1.8445  4.7747  -3.9030  0.41
H  -0.0023  1.0363  -3.0104  -0.46
H  -0.9118  -4.3230  -4.2028  0.41
C  -2.0363  -1.0797  0.7080  -0.49
H  -0.1745  -2.6610  -10.8819  0.40
C  -0.4509  -3.3332  -4.3002  -0.64
H  -1.1017  -0.2241  -4.1269  -0.39
H  2.6266  -1.9874  -4.0100  0.41
C  1.2298  1.3729  -7.9460  0.01
H  2.8649  -2.2788  1.2249  0.41
C  -0.6374  3.0152  -0.1471  -0.56
H  4.4429  -0.5150  2.6297  0.45
N  1.7497  -0.5014  0.7249  0.06
C  1.7082  2.5269  -8.5738  -0.75
H  -0.3848  -2.5761  0.7847  0.46
C  -0.3340  -1.7625  -8.9069  -0.63
C  -1.1984  -2.2247  -4.6230  -1.53
Si  -0.7307  -0.3617  -6.6102  0.34
N  3.0520  0.9253  1.8569  -0.11
C  -1.0434  2.8312  -3.4228  -0.83
H  -2.1602  -0.3316  -6.9532  -0.38
H  -1.5456  3.1511  -0.7193  0.55
H  -1.1045  4.3776  -8.5143  0.39
C  0.1178  4.3993  -4.7868  -0.55
H  -2.2826  -2.3084  -4.5004  0.61
C  0.8636  3.6078  -8.8046  -0.48
C  1.0601  1.9023  0.7437  0.25
C  -0.0717  1.2697  -7.4390  0.30
C  1.4573  -2.2412  -7.3971  0.37
H  -2.5705  -0.8884  -2.5881  0.57
H  1.4891  -4.0951  -3.8260  0.42

Force components x, y, z for each atom (eV/Å):
-0.27 -0.42 -0.05
0.53 -0.41 0.66
-2.41 -1.86 -1.44
-0.93 -0.50 -0.19
0.01 0.32 0.06
-0.99 -0.06 0.04
-0.03 0.15 0.01
-0.41 -1.32 -0.21
-0.13 -0.25 0.02
-0.21 -0.18 -0.12
0.00 0.02 0.19
-1.29 -3.18 1.13
-0.92 -0.10 -0.80
8.74 10.40 -0.49
0.43 -0.22 0.06
0.05 -0.37 0.51
-3.34 -0.69 0.37
0.15 0.08 -0.19
-0.47 0.45 -0.51
0.28 -0.15 0.04
0.10 -0.60 -0.44
0.44 1.48 -0.12
-0.21 0.44 -0.20
-0.30 1.48 -0.07
-0.53 0.56 -0.36
0.05 -0.13 -0.12
0.02 -2.67 -1.27
0.99 -1.94 -0.04
-0.33 -0.26 0.09
-0.28 -0.06 -0.17
1.15 -0.68 -0.20
-1.40 0.09 0.87
1.11 0.40 -0.03
-0.44 0.52 0.45
0.44 -0.21 0.12
0.96 0.12 0.62
-0.17 0.03 0.18
-0.19 0.41 -0.15
0.20 -0.45 0.04
1.34 -0.27 0.47
-0.14 0.20 -0.32
0.02 -0.11 0.11
0.16 0.15 0.08
-0.33 -0.15 0.09
-0.42 0.46 -0.51
0.55 -0.26 -0.16
0.00 0.09 -0.24
-0.02 0.49 0.06
-2.27 -1.49 2.17
0.03 0.18 0.28
-1.30 -0.18 -0.62
-0.04 0.40 -0.32
0.11 0.08 0.17
0.41 0.15 0.15
0.05 0.12 0.01
0.92 -0.25 0.55
0.56 -0.01 0.34
0.14 1.70 0.95
-0.01 -0.07 0.12
0.13 0.03 -0.01
0.42 -0.41 -0.40
0.00 -1.29 0.85
0.71 0.37 -1.31
-0.78 -0.39 -0.18
0.36 0.09 -0.03
-0.23 -0.21 -0.01
0.22 0.05 0.31
0.02 -0.58 0.03
-0.21 0.52 0.01
0.27 0.23 -0.60
0.03 -0.08 0.62
-1.55 0.88 -0.85
-0.08 -0.09 0.26
0.54 -0.58 -0.27
0.09 -0.01 -0.01
-0.05 0.01 -0.07

# 2
This record from the OMol25 dataset describes a molecular structure, C11H18BrClN3O4PtS at a distorted geometry. The level of theory is ωB97M-V with the def2-TZVPD basis set.

The HOMO energy (alpha / beta) comes out at -12.4 / -12.4 eV. The charge is +1. The spin multiplicity is 1.

Last column: natural (NBO) charge in e.
Atoms and positions in Å:
S  -0.2081  2.7970  0.4707  -0.06
H  3.6050  -0.2603  -0.9818  0.21
Br  -4.0281  0.2923  2.6486  0.17
H  -1.2626  2.4038  -4.4415  0.22
C  1.5507  -0.1887  -1.6479  -0.23
C  1.3879  -2.0436  4.1896  -0.64
H  1.8435  -1.2788  4.8160  0.24
C  -1.1246  -2.3331  4.0275  -0.11
H  1.3313  -2.9663  4.7546  0.24
H  0.9700  -0.1309  -2.5664  0.22
C  3.0497  -0.2157  -1.9170  -0.62
H  0.9541  3.2924  -3.8921  0.22
O  -1.6927  0.3130  -1.6685  -0.86
N  1.1830  0.9153  -0.7645  -0.56
H  -0.4412  3.3848  -2.0548  0.43
C  -0.1196  -0.4019  3.0743  0.06
Cl  -2.0874  -0.9259  -1.0381  2.57
H  -3.2769  -2.3407  3.9378  0.26
H  0.7317  0.2282  2.8388  0.22
H  3.2873  -1.1044  -2.4954  0.24
H  1.5484  1.6985  -3.4244  0.21
H  -0.8410  0.8172  -3.8046  0.23
O  -3.1310  -0.6018  -0.1089  -0.84
O  -0.9542  -1.3501  -0.2523  -0.88
H  3.3747  0.6635  -2.4705  0.21
Pt  -1.5816  0.9508  0.7328  0.85
C  0.6633  2.3292  -3.4645  -0.23
H  2.0354  -2.2037  3.3297  0.23
N  0.2137  2.6122  -2.1112  -0.54
H  -1.0583  -3.2919  4.5205  0.24
C  0.4453  1.9948  -0.9762  0.39
C  -0.4455  1.7005  -4.3006  -0.62
N  -1.3063  0.0722  2.7054  -0.48
H  1.2512  -1.1047  -1.1306  0.24
C  -2.3659  -1.8161  3.7000  -0.24
H  1.4066  0.7354  0.2086  0.42
C  -2.4122  -0.5943  3.0446  0.13
C  0.0332  -1.6018  3.7561  -0.02
H  -0.0574  1.4240  -5.2761  0.23
O  -2.4712  -1.8708  -1.9680  -0.75

Force components x, y, z for each atom (eV/Å):
-0.46 -1.11 0.33
0.07 0.01 0.03
-0.08 -0.31 0.31
-0.09 0.04 -0.03
0.32 -0.24 -0.23
0.17 0.01 -0.04
0.09 -0.02 0.06
0.14 0.33 -0.13
0.05 -0.12 0.08
-0.03 -0.02 0.09
-0.26 0.01 -0.06
0.10 -0.14 0.03
0.04 1.93 -0.27
0.02 0.00 -0.04
0.06 -0.21 0.22
0.46 -0.13 0.19
1.99 -1.38 0.42
-0.08 0.02 0.01
-0.03 -0.14 -0.11
0.10 -0.05 -0.06
0.01 0.09 0.00
0.00 -0.04 -0.10
-1.24 0.53 1.43
0.27 -1.00 -0.14
0.06 0.03 -0.02
0.04 0.96 0.77
0.13 -0.11 -0.45
0.09 -0.05 -0.02
-0.29 0.14 0.00
0.03 -0.06 0.05
0.60 0.51 0.62
0.17 -0.04 0.17
-0.57 0.54 -1.55
-0.06 0.16 -0.16
-0.02 0.33 -0.16
-0.27 0.25 -0.22
-0.39 0.05 0.29
-0.40 0.24 0.02
0.01 0.00 -0.12
-0.73 -1.01 -1.24

# 3
This record from the OMol25 dataset describes a molecular structure, C21H15CaCl5N2O4SSi at a distorted geometry. The level of theory is ωB97M-V with the def2-TZVPD basis set.

The HOMO energy (alpha / beta) comes out at 1.1 / 1.1 eV. The charge is -2. The spin multiplicity is 1.

Last column: natural (NBO) charge in e.
Atoms and positions in Å:
O  2.5126  -1.5017  -1.7544  -0.77
C  1.8732  -3.5905  1.4751  -0.06
C  0.6709  3.4970  6.4202  -1.12
C  -1.8344  1.8449  6.2577  -1.12
H  0.3228  -0.3692  5.8675  0.26
C  0.0171  3.7927  3.3160  -0.13
H  1.3034  0.6438  6.9683  0.21
C  -0.5098  1.5192  2.7404  0.12
C  -1.9284  0.1345  -3.7840  -0.43
S  -0.8880  -0.1344  3.1591  -0.50
C  0.4384  -0.5173  -3.7738  -0.24
H  0.1233  5.1548  1.6262  0.20
H  0.2420  4.5622  4.0498  0.19
Cl  4.1143  -1.4727  4.0150  0.01
C  -0.2043  2.4958  3.7364  -0.56
H  1.5965  3.8040  5.9185  0.23
N  -0.7257  0.1124  -1.7147  -0.76
O  -2.9448  0.2543  -0.2982  -0.91
Cl  1.3883  -5.2537  1.2607  0.00
O  -4.1094  1.0645  -2.0527  -0.70
O  1.2973  -0.3564  -0.0857  -0.63
C  1.3076  -2.6008  0.6876  -0.11
C  0.9151  0.5452  5.9485  -1.13
H  -0.2871  3.3138  -0.0023  0.20
H  -1.7975  1.6885  7.3440  0.22
C  3.1068  -1.9183  2.6711  -0.07
C  -3.0985  0.5886  -1.5464  0.76
H  -2.4319  2.7403  6.0552  0.23
C  -0.7053  -0.2587  -4.4538  -0.23
H  1.7612  0.4439  5.2596  0.26
C  0.4462  -0.3872  -2.3250  -0.08
C  -0.0375  4.1404  1.9652  -0.33
Ca  -0.9772  -0.1036  0.3968  1.73
C  2.8069  -3.2586  2.4437  -0.11
Cl  2.9271  0.7386  2.1007  0.03
C  2.5704  -0.9428  1.8510  -0.10
C  -0.2789  3.1275  1.0668  0.08
C  1.7116  -1.2827  0.8104  0.34
C  -1.8549  0.2963  -2.4272  0.13
H  1.3445  -0.8377  -4.2725  0.20
H  -0.7081  -0.3690  -5.5350  0.18
Si  -0.1254  2.0299  5.5429  1.68
H  0.0038  4.3665  6.4643  0.22
N  -0.4943  1.8614  1.4281  -0.60
H  -2.3297  0.9880  5.7917  0.26
H  -2.8654  0.2825  -4.3009  0.21
C  1.5088  -0.7822  -1.5504  0.53
H  0.9256  3.2167  7.4496  0.22
Cl  -0.1654  -2.8892  -0.2339  0.01
Cl  3.6469  -4.5013  3.3230  0.00

Force components x, y, z for each atom (eV/Å):
-0.04 0.25 0.33
-0.19 -0.29 -0.08
0.11 0.21 0.12
-0.31 -0.10 0.12
0.11 0.09 0.03
0.01 0.12 -0.03
0.01 -0.05 -0.03
0.16 0.25 -0.08
0.15 0.01 -0.14
0.09 0.33 0.35
-0.19 0.01 0.10
0.01 -0.01 0.01
0.00 -0.02 -0.04
-0.04 -0.04 -0.16
-0.10 -0.33 -0.16
-0.08 -0.04 0.09
0.00 0.11 -1.37
-1.15 0.50 -1.14
0.09 0.25 0.01
-0.05 0.01 0.01
0.41 -0.25 0.59
-0.42 -0.67 0.04
0.18 -0.28 -0.02
-0.04 -0.03 -0.01
-0.02 0.01 -0.14
0.10 0.34 0.23
0.32 -0.26 0.23
0.03 -0.08 0.04
-0.06 0.01 0.01
-0.08 0.01 0.08
-0.12 0.15 0.28
0.03 0.01 0.13
-0.22 -1.07 1.36
0.07 -0.37 -0.02
-0.04 -0.24 -0.05
0.14 0.35 0.12
0.07 -0.22 -0.08
0.24 0.77 -0.70
0.26 -0.10 0.27
-0.01 -0.01 -0.02
0.00 0.00 -0.02
0.07 0.18 -0.07
0.09 -0.08 -0.01
0.06 0.91 0.88
0.00 0.08 0.06
0.04 -0.01 -0.03
0.03 -0.37 -1.04
-0.04 0.06 -0.09
0.45 -0.17 0.03
-0.11 0.07 -0.01

Which DFT total energy belongs to each record? In order, -74066.3232, -120991.5068, -132959.5360 eV.